[1]
Here is a molecular structure, C3H7O3PS from the Open Molecules 2025 dataset. Energies are from wB97M-V/def2-TZVPD.

Calculated values
- ΔE to the lowest compared entry with this formula, charge and spin: 419.7 kJ/mol
- E_LUMO: 0.009 hartree
- HOMO energy: -9.616 eV

Cartesian coordinates (Å):
C1 0.4765 -1.9657 0.2335
C2 0.0608 -0.7302 1.0126
C3 -0.3792 1.6476 -0.9986
O1 -0.8200 -1.5183 -2.3383
O2 -2.8136 -2.3506 -1.1893
O3 -0.6460 -2.7296 -0.0924
P1 -1.4227 0.0041 0.1636
S1 -1.5422 -1.7401 -1.1148
H1 1.0714 -1.8511 -0.7718
H2 1.1703 -2.6400 0.7922
H3 -0.3878 -1.2244 1.8998
H4 0.9386 -0.0252 1.3884
H5 0.5214 1.7869 -0.4107
H6 -0.9465 2.5693 -1.0327
H7 -0.2029 1.2510 -1.9459

Electronic structure analysis, Mulliken charges in units of e: C -0.414; C -0.514; C -0.900; O -0.546; O -0.601; O -0.323; P 0.093; S 1.011; H 0.299; H 0.310; H 0.317; H 0.362; H 0.269; H 0.326; H 0.312

---

[2]
Here is C4H5Cl2N3 in the gas phase from the Open Molecules 2025 dataset. Energies are from wB97M-V/def2-TZVPD.

Calculated values
- ΔE to the lowest compared entry with this formula, charge and spin: 102.2 kJ/mol
- E_LUMO: 0.006 hartree
- HOMO energy: -9.838 eV
- SMILES string: N[C@]1(Cl)C=NCN=C1Cl

Cartesian coordinates (Å):
C1 0.9651 0.2093 0.0872
C2 -1.3488 -0.2817 -0.7804
C3 -0.4642 1.7739 -0.9067
C4 -0.1719 -0.7527 0.0231
N1 0.8111 1.3259 -0.4558
N2 -1.4789 0.8805 -1.2636
N3 -0.4627 -1.3987 1.1800
Cl1 -2.5696 -1.3536 -1.0858
Cl2 0.5968 -2.0499 -1.2392
H1 1.8940 -0.0731 0.5708
H2 -0.5686 2.3531 0.0397
H3 -0.3404 2.4093 -1.7830
H4 -0.8787 -2.3516 1.1387
H5 0.3590 -1.3149 1.8519

Electronic structure analysis, Mulliken charges in units of e: C -0.300; C 0.331; C -0.250; C 0.559; N -0.506; N -0.475; N -0.503; Cl -0.149; Cl -0.241; H 0.402; H 0.269; H 0.317; H 0.280; H 0.265